(1)
{
  "formula": "C12H24O12",
  "method": "ωB97M-V with the def2-TZVPD basis set",
  "species": ["C", "O", "C", "O", "O", "C", "H", "H", "H", "H", "H", "H", "C", "O", "C", "O", "O", "C", "H", "H", "H", "H", "H", "H", "C", "O", "C", "O", "O", "C", "H", "H", "H", "H", "H", "H", "C", "O", "C", "O", "O", "C", "H", "H", "H", "H", "H", "H"],
  "positions_angstrom": [[1.6747, 1.0865, -0.1299], [1.0812, 1.9832, 0.8766], [-0.2444, 2.2936, 0.7226], [-1.0586, 1.9088, -0.1850], [-0.5813, 2.8785, 1.9154], [-1.9032, 3.2886, 2.1335], [1.4615, 1.4805, -1.1236], [1.1007, 0.1625, -0.0606], [2.7312, 0.9331, 0.0901], [-1.8993, 4.0321, 2.9306], [-2.5519, 2.4262, 2.2867], [-2.1940, 3.8235, 1.2294], [-3.7971, 0.0698, -0.4242], [-4.9230, -0.2684, 0.3528], [-5.4323, 0.5416, 1.2386], [-5.0001, 1.6654, 1.4785], [-6.5934, 0.0215, 1.6982], [-7.1831, 0.7008, 2.8294], [-3.4137, -0.8691, -0.8238], [-2.9653, 0.5298, 0.1092], [-4.1029, 0.7417, -1.2261], [-7.6869, 0.1092, 3.5937], [-7.9288, 1.3698, 2.3999], [-6.4782, 1.3216, 3.3824], [7.5608, 2.2043, -1.0582], [7.0492, 0.8736, -1.1107], [5.9587, 0.5683, -0.3001], [5.4692, 1.2704, 0.5847], [5.5829, -0.6292, -0.6031], [4.5461, -1.2819, 0.0611], [6.8235, 2.6355, -1.7354], [8.5747, 2.2526, -1.4552], [7.4878, 2.7611, -0.1240], [3.6540, -0.8892, -0.4269], [4.5924, -0.9954, 1.1117], [4.6907, -2.3504, -0.0987], [-1.1937, -2.1758, 0.3405], [-1.3148, -3.0853, -0.7627], [-0.2781, -3.1365, -1.6693], [0.6913, -2.4492, -1.6272], [-0.5119, -4.1905, -2.5383], [0.3782, -4.3818, -3.6423], [-1.9797, -2.3676, 1.0709], [-1.4043, -1.1650, -0.0089], [-0.2129, -2.2820, 0.8041], [0.6957, -5.4148, -3.7847], [1.1925, -3.6632, -3.7351], [-0.1641, -4.3388, -4.5869]],
  "forces_ev_per_angstrom": [[-1.656, 0.269, 0.231], [-0.951, 0.262, -1.210], [-1.802, -2.276, -0.258], [3.529, 1.862, 3.296], [1.735, -0.696, -1.440], [-0.670, 0.630, -1.186], [0.418, 0.122, 0.022], [0.323, -0.264, -0.034], [-0.303, 0.461, 0.146], [0.044, -0.484, 0.226], [-0.121, 0.250, 0.192], [-0.609, -0.099, 0.024], [0.731, 0.370, -0.468], [-0.454, -1.602, 0.240], [-0.247, 2.619, -0.084], [-0.464, -1.593, 0.277], [0.742, -0.421, 1.056], [-0.249, 1.423, -0.287], [-0.356, 0.060, -0.166], [-0.397, 0.210, 0.358], [0.081, -0.043, -0.027], [0.258, -0.962, -0.711], [-0.061, 0.094, 0.176], [0.306, -0.086, -0.396], [-1.484, 0.720, -0.871], [-0.909, -1.323, 2.020], [0.981, 2.200, 1.187], [0.923, -0.828, -1.744], [1.653, -0.965, -1.703], [-0.641, 0.594, 0.380], [0.696, 1.228, -0.218], [-0.237, -0.390, 0.005], [-0.015, -0.680, 0.322], [-0.452, -0.642, 0.440], [-0.348, -0.265, 0.072], [-0.162, 0.206, 0.048], [0.120, 0.377, -0.338], [0.522, -0.741, -1.261], [-1.192, -1.524, 0.629], [0.450, 0.450, -0.300], [0.086, 1.228, 0.961], [-0.187, -0.032, -1.350], [0.046, -0.611, -0.235], [0.607, 0.091, -0.008], [-0.060, 0.229, -0.043], [0.471, -0.095, 1.311], [-0.022, -0.161, 0.593], [-0.677, 0.830, 0.123]],
  "total_charge": 0,
  "smiles": "COC(=O)OC.COC(=O)OC.COC(=O)OC.COC(=O)OC",
  "gap_ev": 11.3
}

=====

(2)
{
  "formula": "C12H24O6V",
  "method": "ωB97M-V with the def2-TZVPD basis set",
  "species": ["V", "C", "C", "O", "C", "C", "O", "C", "C", "O", "C", "C", "O", "C", "C", "O", "C", "C", "O", "H", "H", "H", "H", "H", "H", "H", "H", "H", "H", "H", "H", "H", "H", "H", "H", "H", "H", "H", "H", "H", "H", "H", "H"],
  "positions_angstrom": [[0.0000, -0.0482, -0.0484], [0.0557, 2.4685, -1.5498], [0.2992, 1.3940, -2.5879], [-0.2184, 0.1221, -1.9961], [-1.5589, -0.3665, -2.4230], [-2.5799, 0.1289, -1.4004], [-1.8274, 0.2125, -0.1262], [-2.5191, 0.8098, 1.0441], [-1.8530, 0.2050, 2.2819], [-0.4910, -0.2490, 1.8888], [-0.0556, -1.5497, 2.4685], [-0.2990, -2.5879, 1.3941], [0.2185, -1.9963, 0.1219], [1.5590, -2.4230, -0.3666], [2.5799, -1.4005, 0.1288], [1.8274, -0.1263, 0.2125], [2.5190, 1.0440, 0.8098], [1.8529, 2.2818, 0.2050], [0.4909, 1.8885, -0.2493], [0.6214, 3.3748, -1.7647], [-0.9922, 2.7375, -1.4396], [-0.2176, 1.6049, -3.5239], [1.3533, 1.2274, -2.7983], [-1.8103, -0.0061, -3.4194], [-1.4939, -1.4513, -2.4511], [-2.9888, 1.1125, -1.6295], [-3.4062, -0.5746, -1.3008], [-2.4012, 1.8899, 0.9849], [-3.5808, 0.5693, 1.0129], [-1.7514, 0.9461, 3.0718], [-2.4015, -0.6504, 2.6700], [0.9922, -1.4394, 2.7375], [-0.6212, -1.7646, 3.3748], [0.2178, -3.5238, 1.6050], [-1.3531, -2.7984, 1.2274], [1.8104, -3.4195, -0.0062], [1.4940, -2.4512, -1.4514], [2.9888, -1.6295, 1.1125], [3.4061, -1.3009, -0.5748], [2.4010, 0.9848, 1.8899], [3.5807, 1.0129, 0.5694], [1.7511, 3.0717, 0.9460], [2.4015, 2.6700, -0.6504]],
  "forces_ev_per_angstrom": [[0.002, 0.299, 0.291], [-0.078, 0.023, -0.088], [0.061, 0.154, 0.010], [-0.216, 0.109, 0.274], [-0.372, -0.057, 0.199], [-0.013, 0.015, -0.454], [-1.824, 0.029, -0.098], [0.099, 0.147, 0.313], [-0.174, -0.034, -0.054], [-0.059, -0.032, -0.609], [0.079, -0.090, 0.022], [-0.060, 0.012, 0.157], [0.216, 0.265, 0.101], [0.371, 0.200, -0.056], [0.013, -0.454, 0.015], [1.823, -0.102, 0.030], [-0.101, 0.312, 0.147], [0.175, -0.054, -0.032], [0.056, -0.615, -0.039], [0.050, 0.036, 0.091], [-0.040, -0.029, 0.093], [-0.057, -0.101, -0.023], [0.049, -0.109, 0.040], [0.225, 0.051, -0.082], [0.159, -0.049, 0.034], [0.105, 0.131, 0.162], [0.010, -0.083, 0.139], [0.105, 0.056, -0.099], [-0.023, -0.116, -0.143], [0.105, 0.038, 0.062], [0.058, -0.133, -0.094], [0.040, 0.094, -0.028], [-0.050, 0.092, 0.036], [0.056, -0.023, -0.101], [-0.049, 0.040, -0.109], [-0.224, -0.082, 0.051], [-0.158, 0.034, -0.049], [-0.105, 0.162, 0.131], [-0.010, 0.139, -0.083], [-0.105, -0.100, 0.056], [0.024, -0.142, -0.116], [-0.105, 0.062, 0.038], [-0.058, -0.094, -0.133]],
  "multiplicity": 2,
  "total_charge": 4,
  "gap_ev": [7.5, 8.7],
  "s_squared": 0.76
}

=====

(3)
{
  "formula": "C12H25B3Br2FO9P",
  "method": "ωB97M-V with the def2-TZVPD basis set",
  "species": ["C", "C", "O", "C", "O", "C", "C", "C", "B", "O", "B", "F", "O", "B", "C", "Br", "C", "C", "Br", "O", "H", "H", "H", "H", "H", "H", "H", "H", "H", "H", "H", "H", "H", "H", "H", "H", "C", "O", "P", "O", "O", "C", "O", "C", "H", "H", "H", "H", "H", "H", "H", "H", "H"],
  "positions_angstrom": [[3.8748, -2.6893, -1.0296], [3.3232, -1.2882, -0.9134], [2.1827, -1.1842, -1.7956], [1.4125, -0.0958, -1.5749], [1.0918, 0.2870, -0.4590], [0.9205, 0.5820, -2.8256], [-0.0773, -0.3723, -3.5348], [-1.3745, -0.4216, -2.7323], [-2.4837, -1.3495, -3.3160], [-2.2695, -2.3410, -4.2643], [-2.7732, -3.5395, -3.7893], [-2.1024, -4.6512, -4.0252], [-3.9424, -3.5867, -3.0718], [-4.0843, -2.4780, -2.2356], [-4.4921, -2.7210, -0.7294], [-2.9793, -3.6482, 0.0862], [-4.9003, -1.5173, 0.0969], [-6.1017, -0.8062, -0.4883], [-3.4818, -0.2168, 0.4058], [-3.7980, -1.2576, -2.8010], [3.3120, -3.3693, -0.4059], [4.9217, -2.6929, -0.7506], [3.8278, -3.0261, -2.0595], [3.0412, -1.0933, 0.1139], [4.0428, -0.5416, -1.2319], [0.4158, 1.4812, -2.5062], [1.7780, 0.7894, -3.4578], [-0.2168, 0.0060, -4.5402], [0.3957, -1.3471, -3.5457], [-1.7936, 0.5800, -2.6792], [-1.1781, -0.7878, -1.7272], [-5.3378, -3.4038, -0.7250], [-5.1737, -1.8751, 1.0809], [-6.8988, -1.5237, -0.6662], [-6.4873, -0.1057, 0.2435], [-5.8653, -0.2336, -1.3757], [1.5026, 4.8376, 3.7247], [2.6996, 4.1842, 4.1529], [3.3047, 3.0264, 3.2417], [3.6248, 3.4135, 1.8735], [2.2840, 1.8132, 3.3763], [1.2717, 1.6271, 2.3704], [4.5306, 2.5506, 4.1037], [4.3762, 2.3534, 5.5166], [1.4544, 4.8986, 2.6368], [0.6342, 4.2991, 4.1068], [1.5069, 5.8432, 4.1364], [1.6590, 1.8416, 1.3790], [0.4117, 2.2651, 2.5797], [0.9570, 0.5884, 2.4049], [3.4001, 1.9329, 5.7548], [4.5034, 3.3025, 6.0345], [5.1501, 1.6613, 5.8371]],
  "forces_ev_per_angstrom": [[0.039, 0.285, -0.293], [-0.021, -0.573, 0.088], [0.129, 0.578, -0.002], [-0.752, 0.727, 1.319], [0.668, -0.533, -1.106], [-0.121, -1.046, 0.101], [0.544, 0.616, 0.814], [-0.115, -0.240, -1.316], [-0.509, 0.852, -0.536], [0.409, -0.333, 1.005], [-0.209, -0.191, -0.977], [-0.087, -0.123, -0.171], [0.541, -0.118, 0.827], [-0.729, -0.114, -0.673], [-0.077, 0.613, -0.359], [-0.060, -0.114, -0.135], [-0.261, -0.060, 0.080], [-0.121, 0.140, 0.305], [0.080, -0.068, -0.019], [0.901, -0.263, 0.918], [-0.050, -0.262, 0.108], [0.159, -0.092, 0.274], [-0.058, -0.075, -0.183], [-0.216, 0.236, 0.088], [0.147, 0.150, -0.069], [0.012, 0.371, -0.087], [0.073, 0.137, -0.144], [-0.209, -0.212, -0.265], [-0.048, -0.273, -0.450], [-0.112, 0.188, 0.432], [-0.061, 0.158, 0.373], [0.011, -0.300, 0.192], [0.156, 0.015, 0.303], [-0.101, -0.127, -0.271], [-0.031, 0.177, 0.142], [0.061, -0.125, -0.321], [-0.105, 0.011, -0.015], [0.062, 0.038, 0.051], [-0.005, -0.139, 0.056], [-0.008, 0.015, -0.178], [-0.019, 0.103, -0.029], [-0.129, -0.056, -0.096], [-0.081, 0.046, 0.133], [0.057, -0.019, 0.133], [0.038, -0.004, -0.002], [0.004, -0.008, -0.020], [0.057, -0.008, 0.030], [0.065, 0.030, 0.024], [0.021, 0.010, 0.022], [0.070, -0.018, 0.067], [-0.010, -0.007, -0.044], [-0.037, 0.016, -0.027], [0.035, -0.010, -0.097]],
  "total_charge": 0,
  "gap_ev": 10.5
}

=====

(4)
{
  "formula": "C12H25BNO4",
  "method": "ωB97M-V with the def2-TZVPD basis set",
  "species": ["C", "C", "C", "N", "C", "C", "C", "C", "C", "O", "O", "C", "C", "B", "O", "O", "C", "C", "H", "H", "H", "H", "H", "H", "H", "H", "H", "H", "H", "H", "H", "H", "H", "H", "H", "H", "H", "H", "H", "H", "H", "H", "H"],
  "positions_angstrom": [[1.7214, -2.6980, 1.7027], [2.0849, -1.4233, 1.7783], [2.2180, -0.5339, 0.5766], [0.8486, -0.0604, 0.1070], [0.3486, -0.9259, -1.0317], [-0.7507, -0.2210, -1.7964], [-1.3922, -1.1268, -2.8505], [-2.9164, -1.1256, -2.8228], [-3.4947, -1.8196, -1.5987], [-4.8350, -2.1582, -1.8926], [-0.2150, 0.9270, -2.4493], [0.8688, 1.5425, -1.7691], [0.7294, 1.4171, -0.2687], [1.6190, 2.4002, 0.6540], [2.3772, 3.3666, 0.0682], [1.6520, 2.1824, 1.9948], [0.4931, 2.0299, 2.8301], [0.9221, 1.6837, 4.2338], [1.5856, -3.2039, 0.7528], [1.5798, -3.2915, 2.5958], [2.3018, -0.9718, 2.7391], [2.8092, 0.3436, 0.8076], [2.6787, -1.0540, -0.2604], [0.2097, -0.2351, 0.8835], [0.0129, -1.8727, -0.6142], [1.1952, -1.1208, -1.6887], [-1.5197, 0.1057, -1.0807], [-1.0273, -0.7931, -3.8207], [-1.0411, -2.1550, -2.7137], [-3.2868, -0.0987, -2.8649], [-3.2943, -1.6438, -3.7037], [-2.9104, -2.7243, -1.3743], [-3.4441, -1.1699, -0.7166], [-5.3597, -2.1978, -1.0932], [0.8752, 2.5948, -2.0444], [1.8245, 1.1258, -2.1093], [-0.3078, 1.6883, -0.0341], [2.0027, 4.2239, -0.1372], [-0.0626, 2.9686, 2.8212], [-0.1716, 1.2555, 2.4221], [0.0568, 1.3706, 4.8177], [1.6352, 0.8611, 4.2228], [1.3789, 2.5378, 4.7280]],
  "forces_ev_per_angstrom": [[0.111, 0.095, 0.019], [-0.068, -0.124, -0.018], [0.094, -0.042, -0.066], [-0.100, 0.011, -0.116], [0.025, -0.079, -0.026], [-0.034, 0.099, -0.034], [-0.005, -0.114, 0.091], [0.073, 0.088, 0.089], [-0.008, -0.051, -0.015], [0.030, 0.097, -0.183], [0.039, 0.031, 0.029], [0.092, 0.011, -0.028], [-0.109, 0.033, 0.088], [0.020, -0.204, 0.048], [-0.090, -0.263, -0.036], [-0.074, 0.494, 0.027], [0.014, -0.208, -0.058], [-0.063, -0.087, 0.016], [-0.073, 0.028, 0.008], [0.069, -0.023, -0.014], [-0.142, 0.045, 0.027], [0.073, 0.024, 0.020], [-0.010, 0.013, -0.009], [0.095, 0.093, 0.075], [-0.027, 0.015, 0.068], [-0.023, 0.017, -0.029], [-0.027, -0.028, -0.013], [0.011, 0.013, -0.003], [0.032, -0.003, -0.046], [-0.054, -0.013, -0.097], [-0.007, -0.020, -0.007], [-0.035, -0.020, -0.023], [0.025, 0.017, 0.009], [-0.052, -0.061, 0.189], [-0.044, 0.004, -0.015], [0.015, -0.002, 0.015], [-0.031, -0.086, 0.008], [0.150, 0.198, 0.017], [-0.016, 0.005, -0.025], [0.037, -0.032, 0.026], [-0.021, 0.050, 0.019], [0.037, -0.020, 0.014], [0.070, 0.000, -0.038]],
  "total_charge": 1,
  "smiles": "C=CC[N@@H+]1C[C@H](CCCO)OC[C@@H]1B(O)OCC",
  "gap_ev": 10.2
}

=====

(5)
{
  "formula": "C12H25ClN3S",
  "method": "ωB97M-V with the def2-TZVPD basis set",
  "species": ["C", "C", "C", "C", "N", "S", "Cl", "H", "H", "H", "H", "H", "H", "H", "H", "H", "H", "H", "C", "C", "C", "C", "N", "H", "H", "H", "H", "H", "H", "H", "C", "C", "C", "C", "N", "H", "H", "H", "H", "H", "H", "H"],
  "positions_angstrom": [[1.9614, 1.1390, 0.6465], [0.9801, 0.5826, -0.3830], [-0.3417, 0.1102, 0.2257], [-1.0875, 1.2086, 0.9864], [-2.4504, 1.4403, 0.3993], [-2.9328, 2.8949, -0.0769], [-2.5671, 4.3124, 1.2898], [2.5049, 0.3351, 1.1420], [2.6877, 1.7945, 0.1706], [1.4651, 1.7225, 1.4266], [0.7864, 1.3268, -1.1641], [1.4345, -0.2783, -0.8740], [-0.9886, -0.2619, -0.5709], [-0.1642, -0.7173, 0.9092], [-0.5506, 2.1584, 0.9509], [-1.2342, 0.9476, 2.0327], [-3.2003, 1.0067, 0.9355], [-1.8579, 3.1765, -0.8375], [4.8265, -0.6470, -4.1419], [3.4089, -0.0943, -4.1927], [3.3693, 1.4344, -4.0762], [3.8766, 1.9020, -2.7850], [4.2928, 2.2777, -1.7826], [5.3045, -0.4204, -3.1879], [4.8253, -1.7290, -4.2672], [5.4411, -0.2195, -4.9358], [2.8081, -0.5286, -3.3903], [2.9286, -0.3693, -5.1330], [2.3534, 1.8126, -4.2012], [3.9793, 1.8904, -4.8586], [-4.3323, -2.5460, 2.1904], [-3.9256, -2.9654, 3.5962], [-3.0745, -1.9017, 4.2996], [-1.7919, -1.6991, 3.6224], [-0.7649, -1.6042, 3.1154], [-3.4570, -2.4132, 1.5503], [-4.9687, -3.2976, 1.7261], [-4.8945, -1.6079, 2.2114], [-3.3686, -3.9024, 3.5623], [-4.8099, -3.1435, 4.2085], [-2.8638, -2.1788, 5.3330], [-3.6073, -0.9481, 4.3281]],
  "forces_ev_per_angstrom": [[0.048, 0.064, -0.016], [-0.010, 0.016, 0.165], [0.058, -0.066, -0.122], [0.045, -0.085, -0.246], [-0.219, 0.412, 0.652], [0.048, -0.336, -0.341], [0.057, 0.205, 0.206], [-0.044, 0.005, 0.050], [0.096, -0.073, 0.012], [0.008, -0.001, -0.005], [-0.032, 0.014, 0.014], [0.014, 0.062, -0.152], [-0.041, -0.071, 0.029], [0.037, -0.038, 0.024], [-0.014, -0.005, 0.000], [0.018, 0.038, 0.032], [0.019, -0.252, -0.268], [0.027, 0.059, -0.038], [-0.014, -0.009, 0.009], [0.021, -0.004, 0.002], [-0.004, -0.074, -0.016], [0.076, 0.131, -0.035], [-0.123, -0.073, 0.015], [0.003, 0.012, -0.003], [0.002, 0.000, 0.006], [0.000, -0.002, -0.004], [-0.015, 0.000, -0.010], [0.006, 0.010, -0.006], [0.000, -0.001, 0.016], [0.007, 0.002, 0.004], [-0.003, 0.004, -0.001], [-0.003, 0.007, -0.021], [-0.052, -0.001, -0.011], [0.131, -0.122, 0.146], [-0.176, 0.194, -0.102], [0.007, 0.000, 0.006], [0.007, -0.003, -0.006], [-0.007, -0.006, 0.006], [-0.005, -0.005, 0.010], [-0.004, 0.014, 0.000], [0.019, -0.024, -0.010], [0.010, 0.003, 0.011]],
  "total_charge": 1,
  "gap_ev": 8.9
}

=====

Calculated largest force on an atom in order - 5.18 1.83 1.68 0.50 0.80 eV Å⁻¹
Calculated calculated total energy in order - -1374.47182 -1865.29526 -6813.67174 -852.59837 -1494.56691 Eh